117
Properties=species:S:1:pos:R:3 method="wB97M-V/def2-TZVPD" homo_energy_ev=-9.516 e_lumo_ev=-1.82 energy_ev=-109364.277 smiles="C[C@H](F)C[C@H](C#N)[C@@H](C#N)COc1ccccc1.O=C1C=C(O)C(=O)C=C1O.O=C1C=C(O)C(=O)C=C1O.O=C1C=C(O)C(=O)C=C1O.O=C1C=C(O)C(=O)C=C1O.O=C1C=C(O)C(=O)C=C1O.O=C1C=C(O)C(=O)C=C1O" max_force_ev_per_a=1.2 homo_lumo_gap_ev=7.7
C -3.371 -3.870 -3.879
C -1.863 -3.999 -3.936
F -1.541 -4.560 -5.183
C -1.254 -4.934 -2.904
C -1.307 -4.470 -1.440
C -2.579 -4.817 -0.805
N -3.541 -5.074 -0.233
C -0.947 -2.945 -1.255
C -2.164 -2.142 -1.131
N -3.061 -1.438 -1.038
C -0.111 -2.843 0.018
O 0.244 -1.519 0.405
C 0.524 -0.663 -0.656
C -0.275 0.445 -0.828
C -0.038 1.316 -1.880
C 1.005 1.066 -2.758
C 1.824 -0.035 -2.564
C 1.586 -0.904 -1.513
H -3.821 -4.759 -4.319
H -3.676 -3.031 -4.502
H -3.754 -3.726 -2.873
H -1.411 -3.007 -3.938
H -1.766 -5.890 -3.007
H -0.217 -5.113 -3.185
H -0.543 -5.025 -0.893
H -0.395 -2.662 -2.146
H 0.791 -3.455 -0.053
H -0.713 -3.239 0.837
H -1.085 0.630 -0.141
H -0.697 2.163 -1.998
H 1.174 1.742 -3.584
H 2.648 -0.224 -3.237
H 2.219 -1.766 -1.348
C -0.211 4.164 2.956
C -0.920 3.299 2.218
C -1.349 3.622 0.808
O -1.976 2.772 0.199
C -1.001 4.909 0.249
C -0.298 5.778 0.988
C 0.153 5.449 2.391
O 0.802 6.295 2.978
O 0.063 6.982 0.569
O -1.300 2.106 2.653
H 0.104 3.945 3.966
H -1.331 5.125 -0.757
H 0.564 7.383 1.307
H -1.797 1.691 1.922
C 3.174 -6.861 -4.252
C 3.889 -7.338 -5.281
C 3.458 -8.557 -6.061
O 4.168 -8.898 -6.987
C 2.243 -9.240 -5.663
C 1.531 -8.763 -4.633
C 1.951 -7.531 -3.870
O 1.224 -7.167 -2.960
O 0.411 -9.322 -4.200
O 5.018 -6.794 -5.701
H 3.474 -5.988 -3.690
H 1.950 -10.120 -6.217
H 0.104 -8.775 -3.451
H 5.317 -7.337 -6.457
C 3.928 -0.760 3.775
C 3.115 -0.399 2.768
C 3.177 0.980 2.149
O 2.412 1.218 1.234
C 4.132 1.935 2.680
C 4.939 1.569 3.684
C 4.889 0.186 4.285
O 5.674 -0.063 5.186
O 5.838 2.375 4.230
O 2.205 -1.199 2.246
H 3.895 -1.741 4.228
H 4.159 2.923 2.242
H 6.284 1.859 4.928
H 1.754 -0.715 1.528
C -3.870 7.659 0.501
C -5.019 8.105 1.029
C -6.312 8.122 0.245
O -7.301 8.531 0.824
C -6.299 7.657 -1.128
C -5.149 7.213 -1.654
C -3.863 7.184 -0.866
O -2.886 6.752 -1.448
O -5.022 6.744 -2.885
O -5.128 8.563 2.265
H -2.940 7.644 1.051
H -7.226 7.678 -1.682
H -4.081 6.482 -2.971
H -6.067 8.813 2.380
C 4.911 0.108 10.163
C 5.143 -0.275 8.897
C 4.988 -1.711 8.453
O 5.206 -1.948 7.281
C 4.600 -2.703 9.439
C 4.373 -2.318 10.702
C 4.503 -0.879 11.139
O 4.257 -0.634 12.307
O 4.016 -3.149 11.670
O 5.520 0.554 7.940
H 5.017 1.132 10.490
H 4.507 -3.731 9.117
H 3.917 -2.599 12.472
H 5.615 0.025 7.115
C -3.574 2.112 -3.205
C -4.072 1.051 -3.860
C -4.313 1.069 -5.351
O -4.749 0.050 -5.854
C -4.016 2.281 -6.088
C -3.522 3.340 -5.433
C -3.261 3.314 -3.946
O -2.795 4.325 -3.446
O -3.219 4.488 -6.022
O -4.391 -0.088 -3.272
H -3.396 2.107 -2.137
H -4.204 2.289 -7.152
H -2.875 5.071 -5.319
H -4.726 -0.674 -3.979


112
Properties=species:S:1:pos:R:3 method="wB97M-V/def2-TZVPD" homo_energy_ev=-10.002 e_lumo_ev=-1.97 energy_ev=-93019.730 smiles="CCCCO[C@H](C#N)[C@H](C#N)OB(O)O.O=C1C=CC(=O)C=C1.O=C1C=CC(=O)C=C1.O=C1C=CC(=O)C=C1.O=C1C=CC(=O)C=C1.O=C1C=CC(=O)C=C1.O=C1C=CC(=O)C=C1.O=C1C=CC(=O)C=C1" max_force_ev_per_a=2.5 homo_lumo_gap_ev=8.0
C 3.056 -2.344 1.819
C 2.364 -2.537 0.427
C 1.060 -1.671 0.437
C -0.089 -2.491 1.045
O -1.406 -2.041 0.710
C -2.024 -1.270 1.704
C -3.393 -1.812 1.989
N -4.372 -2.232 2.377
C -2.100 0.213 1.206
C -2.510 0.174 -0.252
N -2.639 0.460 -1.344
O -0.814 0.740 1.389
B -0.724 2.133 1.252
O -1.162 2.835 0.145
O -0.123 2.855 2.293
H 3.995 -1.790 1.675
H 3.275 -3.297 2.314
H 2.429 -1.762 2.508
H 2.126 -3.593 0.233
H 3.050 -2.163 -0.347
H 0.811 -1.353 -0.589
H 1.306 -0.758 0.991
H 0.089 -2.589 2.127
H -0.001 -3.507 0.631
H -1.462 -1.230 2.648
H -2.868 0.732 1.802
H -0.618 2.513 -0.593
H 0.825 2.681 2.209
C 0.809 0.759 -4.138
C 0.448 0.325 -5.344
C -0.634 0.997 -6.104
O -0.967 0.603 -7.203
C -1.297 2.165 -5.474
C -0.934 2.595 -4.268
C 0.148 1.923 -3.512
O 0.483 2.318 -2.409
H 1.594 0.284 -3.567
H 0.916 -0.521 -5.817
H -2.084 2.640 -6.045
H -1.406 3.445 -3.789
C -7.498 -0.898 5.165
C -6.195 -0.967 4.899
C -5.232 -0.038 5.536
O -4.042 -0.097 5.291
C -5.772 0.968 6.482
C -7.074 1.036 6.748
C -8.039 0.107 6.110
O -9.225 0.168 6.355
H -8.217 -1.566 4.709
H -5.781 -1.694 4.212
H -5.052 1.636 6.937
H -7.487 1.763 7.435
C 5.339 -4.654 -0.645
C 6.243 -5.625 -0.538
C 7.655 -5.408 -0.936
O 8.479 -6.291 -0.842
C 8.021 -4.067 -1.455
C 7.117 -3.097 -1.561
C 5.705 -3.316 -1.164
O 4.878 -2.430 -1.258
H 4.303 -4.793 -0.360
H 5.994 -6.609 -0.161
H 9.057 -3.927 -1.739
H 7.365 -2.112 -1.937
C 0.899 7.521 -3.812
C -0.239 6.862 -4.011
C -0.975 6.240 -2.883
O -2.012 5.636 -3.068
C -0.396 6.382 -1.526
C 0.745 7.041 -1.329
C 1.480 7.663 -2.454
O 2.518 8.265 -2.277
H 1.451 7.980 -4.622
H -0.679 6.748 -4.995
H -0.946 5.923 -0.715
H 1.184 7.155 -0.346
C 5.003 -1.884 -7.796
C 3.922 -1.453 -7.149
C 3.899 -1.362 -5.670
O 2.914 -0.971 -5.076
C 5.121 -1.765 -4.937
C 6.202 -2.196 -5.584
C 6.228 -2.289 -7.064
O 7.212 -2.679 -7.652
H 5.040 -1.958 -8.875
H 3.019 -1.152 -7.667
H 5.080 -1.689 -3.857
H 7.105 -2.497 -5.067
C -4.782 3.861 1.488
C -3.692 4.446 0.995
C -3.624 5.912 0.815
O -2.626 6.436 0.363
C -4.811 6.710 1.203
C -5.901 6.126 1.697
C -5.971 4.655 1.879
O -6.963 4.124 2.331
H -4.853 2.789 1.626
H -2.809 3.892 0.698
H -4.740 7.781 1.063
H -6.779 6.690 1.986
C 1.197 -5.876 5.388
C 0.333 -6.287 6.313
C -1.125 -6.065 6.157
O -1.912 -6.437 7.000
C -1.584 -5.369 4.929
C -0.719 -4.959 4.005
C 0.739 -5.181 4.162
O 1.529 -4.808 3.317
H 2.265 -6.028 5.484
H 0.649 -6.797 7.214
H -2.651 -5.217 4.832
H -1.036 -4.450 3.103


109
Properties=species:S:1:pos:R:3 method="wB97M-V/def2-TZVPD" homo_energy_ev=-2.798 e_lumo_ev=3.53 energy_ev=-220678.942 charge=-2 relative_energy_kcal_mol=8.64 max_force_ev_per_a=1.8 homo_lumo_gap_ev=6.3
K 0.098 -0.084 0.014
O 1.088 -0.789 2.945
C 1.174 -2.192 3.071
C 0.695 -2.909 1.745
O 1.081 -4.065 1.544
O -0.042 -2.200 1.018
C 0.315 -2.650 4.249
C -0.615 -3.678 4.158
C -1.373 -4.041 5.266
C -1.208 -3.383 6.474
C -0.283 -2.350 6.569
C 0.470 -1.988 5.465
C 2.634 -2.519 3.310
C 3.612 -1.558 3.069
C 4.958 -1.858 3.233
C 5.346 -3.125 3.644
C 4.373 -4.087 3.891
C 3.030 -3.789 3.727
H 0.275 -0.544 2.471
H -0.746 -4.201 3.219
H -2.102 -4.837 5.176
H -1.803 -3.664 7.335
H -0.156 -1.820 7.506
H 1.177 -1.170 5.525
H 3.305 -0.574 2.740
H 5.702 -1.095 3.034
H 6.396 -3.362 3.771
H 4.666 -5.082 4.208
H 2.278 -4.546 3.901
C 4.436 -2.467 -0.676
C 3.224 -1.853 -0.319
N 2.896 -0.633 -0.684
C 3.750 0.057 -1.458
C 4.987 -0.470 -1.877
C 5.317 -1.772 -1.457
C 5.867 0.319 -2.683
C 5.539 1.579 -3.040
C 4.302 2.161 -2.619
C 3.948 3.481 -2.941
C 2.760 3.990 -2.485
C 1.932 3.160 -1.715
N 2.231 1.922 -1.404
C 3.398 1.412 -1.836
H 4.644 -3.469 -0.324
H 2.504 -2.403 0.274
H 6.265 -2.203 -1.759
H 6.808 -0.119 -2.997
H 6.209 2.179 -3.647
H 4.623 4.080 -3.542
H 2.452 5.003 -2.708
H 0.983 3.530 -1.336
Br 4.430 1.945 1.549
C 2.825 2.910 1.963
C 2.965 4.259 2.247
C 1.816 4.927 2.646
C 0.635 4.218 2.764
C 0.612 2.867 2.430
N 1.709 2.228 2.006
C -0.725 2.099 2.552
O -1.528 2.592 3.355
O -0.858 1.114 1.794
H 3.926 4.745 2.170
H 1.857 5.984 2.882
H -0.283 4.666 3.118
N -2.924 -2.046 0.518
C -3.106 -2.803 -0.635
C -4.207 -2.585 -1.468
C -4.414 -3.376 -2.586
C -3.532 -4.401 -2.902
C -2.431 -4.616 -2.082
C -2.216 -3.834 -0.958
H -3.208 -1.080 0.429
H -1.991 -2.126 0.913
H -4.887 -1.769 -1.246
H -5.260 -3.170 -3.232
H -3.679 -4.997 -3.796
H -1.712 -5.387 -2.333
H -1.331 -3.976 -0.348
C -1.801 3.770 -0.124
C -2.935 4.730 -0.565
N -3.863 4.036 -1.458
C -4.336 2.810 -0.792
C -3.149 1.848 -0.514
N -1.893 2.514 -0.865
C -1.895 2.794 -2.304
C -3.132 3.656 -2.671
H -1.886 3.537 0.937
H -0.813 4.217 -0.286
H -2.544 5.599 -1.104
H -3.497 5.101 0.297
H -5.081 2.338 -1.438
H -4.836 3.107 0.134
H -3.220 0.944 -1.126
H -3.093 1.560 0.539
H -1.898 1.835 -2.826
H -0.965 3.315 -2.558
H -3.816 3.101 -3.314
H -2.846 4.573 -3.197
Cl -4.371 0.472 -3.966
C -3.017 -0.640 -4.246
C -1.944 -0.587 -3.384
C -0.968 -1.529 -3.657
Cl 0.473 -1.565 -2.644
C -1.037 -2.465 -4.687
Cl 0.205 -3.648 -4.937
C -2.143 -2.451 -5.533
Cl -2.281 -3.616 -6.808
C -3.155 -1.522 -5.315
Cl -4.561 -1.542 -6.337


109
Properties=species:S:1:pos:R:3 method="wB97M-V/def2-TZVPD" homo_energy_ev=-2.834 e_lumo_ev=3.85 energy_ev=-220678.420 charge=-2 relative_energy_kcal_mol=20.67 max_force_ev_per_a=1.9 homo_lumo_gap_ev=6.7
K 0.803 0.874 -1.482
O 2.334 0.366 0.339
C 3.715 0.354 0.016
C 3.955 0.237 -1.546
O 5.128 0.062 -1.887
O 2.931 0.347 -2.258
C 4.272 1.705 0.438
C 3.421 2.787 0.633
C 3.937 4.034 0.968
C 5.304 4.205 1.117
C 6.157 3.126 0.915
C 5.645 1.886 0.572
C 4.338 -0.794 0.817
C 4.075 -0.812 2.187
C 4.495 -1.862 2.985
C 5.192 -2.925 2.421
C 5.463 -2.912 1.063
C 5.044 -1.853 0.262
H 1.969 -0.507 0.089
H 2.357 2.674 0.500
H 3.254 4.863 1.090
H 5.706 5.177 1.377
H 7.229 3.254 1.014
H 6.304 1.048 0.386
H 3.507 0.004 2.615
H 4.268 -1.859 4.044
H 5.514 -3.756 3.036
H 5.999 -3.737 0.610
H 5.267 -1.834 -0.794
C -1.660 -1.242 2.941
C -1.112 -0.545 1.848
N -0.234 -1.067 1.025
C 0.128 -2.350 1.225
C -0.379 -3.143 2.257
C -1.289 -2.543 3.145
C 0.011 -4.527 2.348
C 0.827 -5.082 1.430
C 1.356 -4.302 0.343
C 2.157 -4.837 -0.679
C 2.578 -4.024 -1.698
C 2.238 -2.661 -1.669
N 1.513 -2.140 -0.705
C 1.047 -2.944 0.264
H -2.361 -0.737 3.592
H -1.419 0.471 1.638
H -1.695 -3.119 3.968
H -0.395 -5.123 3.156
H 1.084 -6.133 1.485
H 2.417 -5.889 -0.659
H 3.181 -4.403 -2.511
H 2.577 -1.974 -2.433
Br -3.146 1.210 -4.772
C -2.224 2.783 -4.198
C -2.285 3.911 -5.003
C -1.613 5.031 -4.552
C -0.927 4.977 -3.350
C -0.942 3.796 -2.623
N -1.586 2.707 -3.058
C -0.165 3.708 -1.296
O 0.604 4.644 -1.072
O -0.373 2.677 -0.611
H -2.831 3.897 -5.935
H -1.619 5.939 -5.143
H -0.364 5.808 -2.952
N -1.391 2.902 2.039
C -0.988 2.460 3.270
C -1.898 2.224 4.305
C -1.460 1.791 5.547
C -0.112 1.579 5.796
C 0.795 1.811 4.765
C 0.376 2.244 3.523
H -2.360 2.781 1.797
H -0.763 2.774 1.251
H -2.955 2.378 4.121
H -2.189 1.611 6.329
H 0.226 1.237 6.764
H 1.853 1.640 4.924
H 1.090 2.393 2.725
C -4.384 0.285 1.241
C -5.865 0.164 0.794
N -5.950 0.150 -0.664
C -5.120 -0.952 -1.169
C -3.633 -0.759 -0.768
N -3.521 0.435 0.079
C -3.944 1.601 -0.686
C -5.406 1.413 -1.169
H -4.064 -0.605 1.787
H -4.238 1.145 1.902
H -6.460 1.007 1.159
H -6.322 -0.753 1.175
H -5.231 -0.990 -2.254
H -5.521 -1.885 -0.765
H -2.990 -0.626 -1.638
H -3.242 -1.615 -0.215
H -3.251 1.723 -1.514
H -3.845 2.487 -0.052
H -5.454 1.393 -2.259
H -6.053 2.225 -0.821
Cl 0.057 -0.064 -4.508
C -0.796 -1.627 -4.325
C -1.059 -2.039 -3.048
C -1.683 -3.246 -2.949
Cl -2.023 -3.897 -1.302
C -2.071 -4.024 -4.033
Cl -2.896 -5.549 -3.846
C -1.790 -3.556 -5.317
Cl -2.253 -4.486 -6.708
C -1.132 -2.337 -5.474
Cl -0.767 -1.766 -7.078